This record from the Open Molecules 2025 dataset describes a cluster of 2 separate species, C10H12ClNO in total at a distorted geometry. The level of theory is wB97M-V/def2-TZVPD.

Output
E_tot	-26617.6288	eV
HOMO (alpha / beta)	-7.286 / -7.286	eV
energy relative to the best compared isomer or geometry (same formula, charge and spin)	184.4	kcal/mol
orbital gap (alpha / beta)	7.63 / 7.63	eV

Structure (ORCA input):
```
! RIJCOSX wB97M-V def2-TZVPD def2/J DEFGRID3
* xyz 0 1
Cl -4.15 -0.65 -0.54
O -3.13 -0.02 -1.78
N -0.77 1.01 0.24
C 0.64 0.52 0.16
C 2.14 -1.42 -0.08
C 0.82 -0.87 -0.02
C -1.15 1.63 -0.87
C 2.97 0.81 -0.39
C 1.75 1.31 -0.07
C -0.30 -1.84 -0.14
C 3.20 -0.61 -0.30
C -1.96 0.43 2.44
C -1.31 0.80 1.41
H -2.18 0.19 -1.39
H -0.32 1.83 -1.56
H 3.74 1.44 -0.74
H 2.01 -2.51 -0.10
H -2.38 -0.60 2.47
H 0.12 -2.93 -0.13
H -0.71 -1.69 -1.14
H -1.13 -1.59 0.53
H 1.54 2.37 -0.33
H 4.29 -0.93 -0.39
H -1.81 1.01 3.46
H -1.90 2.33 -0.75
*
```

This record from the Open Molecules 2025 dataset describes an isolated molecule of Cl3ISi at a distorted geometry. The level of theory is wB97M-V/def2-TZVPD.

Output
E_tot	-53550.8614	eV
HOMO	-10.072	eV
energy relative to the best compared isomer or geometry (same formula, charge and spin)	0.0	kcal/mol
orbital gap	10.12	eV

Structure (ORCA input):
```
! RIJCOSX wB97M-V def2-TZVPD def2/J DEFGRID3
* xyz 0 1
I 0.14 -1.53 -1.84
Cl 0.66 1.85 -0.53
Cl -1.91 0.17 0.71
Cl 1.11 -0.60 1.57
Si -0.01 0.11 0.08
*
```